No. 1
This record from the Open Molecules 2025 dataset describes a structure of composition C43H32ClFeN6PSe at a distorted geometry. The level of theory is the ωB97M-V functional and the def2-TZVPD basis.

```
! wB97M-V def2-TZVPD RIJCOSX def2/J DEFGRID3
* xyz 1 2
H -4.4464 2.4573 0.0991
P -0.6257 -0.0811 -1.8488
H -2.2939 -1.8849 -0.4628
C -0.3126 -1.6098 2.2074
C 1.7456 -1.6863 4.0028
C 0.3753 -2.8712 5.5949
N 1.0205 -1.4351 1.6962
Cl 1.8871 1.7214 -0.8228
H 5.1477 -1.1333 0.7704
C 0.3830 4.0829 -3.6326
H 1.1573 -3.0024 7.5705
C -3.6482 -0.7195 0.6959
H -0.9683 -1.9676 1.4183
H 3.1950 -1.6920 7.0636
H -2.5915 2.2068 -1.5439
C -2.6582 -0.8917 -0.2152
C -0.4650 -1.7135 -4.0923
H -0.0145 0.0831 3.3749
N 3.2111 -1.0084 2.2262
C -2.8547 1.1081 2.6231
C 0.0550 -3.8709 0.1389
H -5.0382 0.6187 1.4932
C -1.6657 4.6416 2.1898
C -3.8555 1.5507 0.0753
C 2.4713 -1.8885 6.2856
H -0.5231 -3.4311 5.8179
H -3.4211 3.6896 2.9524
C -0.2364 1.5655 -2.5567
C -2.0838 0.0780 3.0622
C 0.5662 -2.3700 4.3073
H 2.2716 -0.7103 -3.7737
C -0.9717 2.0997 -3.6184
C -1.9945 2.2542 2.2598
Fe 1.2557 -0.2807 0.1843
C 1.3213 -2.6285 6.5691
C -0.7174 2.0605 1.6629
H 3.5922 -0.9052 4.7397
H -1.7904 1.5249 -4.0321
C -0.4023 4.4683 1.6240
N 3.1534 -0.8076 -1.9284
C -1.3236 -0.9951 -3.2624
H 1.0452 3.0713 0.9582
C 1.1443 3.5749 -2.5933
C 2.6875 -1.4349 5.0028
C 3.2192 -0.7756 -3.2533
C -3.1758 -1.6625 -4.6485
C -0.7214 -0.1457 2.5454
C 0.0521 3.2004 1.3494
H -0.2763 -2.9361 -5.8378
C -2.4471 3.5461 2.5021
H 6.5448 -0.9510 -3.7688
C 2.0038 -1.3428 2.5976
H -2.6988 -2.8901 -6.3378
H -3.5570 1.4109 3.3973
H 1.9865 4.1240 -2.1964
C 5.5942 -0.9006 -3.2558
H -2.0329 5.6368 2.4011
H 4.3981 -0.8083 -5.0490
H -4.0854 -1.5643 1.2139
Se 1.0148 -2.8729 -1.0616
C 4.2451 -0.8876 0.2177
H -2.4372 -0.5933 3.8353
H -3.3743 -0.4475 -2.9008
C -2.1095 0.2317 -0.8845
H -4.2370 -1.6490 -4.8564
C -2.8299 1.3999 -0.8623
N 3.1593 -0.7356 0.8689
H 0.5904 -1.7627 -3.8668
C 4.4087 -0.8230 -3.9686
C 4.3011 -0.8426 -1.2441
N -0.5574 -4.4681 0.9141
H 0.2222 5.3248 1.4128
C -0.6761 3.3462 -4.1427
C -0.9528 -2.3843 -5.1996
C -2.3118 -2.3582 -5.4795
C -2.6878 -0.9841 -3.5418
C -0.2291 0.7342 1.4712
C 0.8167 2.3328 -2.0805
H 0.6324 5.0469 -4.0535
C -4.0279 0.5998 1.0929
C 5.5395 -0.9050 -1.8745
H -1.2706 3.7430 -4.9538
H -0.8561 -3.3797 3.1764
N -0.4025 -2.4908 3.3201
H 6.4424 -0.9540 -1.2810
*
```

Summary:
Energy above the lowest of the compared OMol25 structures with the same formula, charge and spin, kcal per mole: 137.8
Energy, eV: -175584.118
Gap between HOMO and LUMO (alpha / beta), eV: 5.3 / 5.8

Listed below, in e, are the Mulliken charges computed for each atom: 0.3757, 1.6374, 0.6260, -2.1273, 0.3150, -0.8360, -0.1702, -0.3751, 0.4140, -0.6857, 0.4095, -0.8418, 1.1494, 0.4312, 0.3829, -0.8555, -0.3979, 0.4027, -1.3278, -0.6725, 0.2353, 0.6289, -0.6064, -0.9779, -0.8768, 0.4561, 0.5031, -0.6289, -1.7722, 0.4190, 0.4036, -0.5547, 0.7648, -0.3567, -0.3715, 0.6730, 0.5067, 0.5075, -1.1560, 0.3637, 0.7330, 0.7749, -0.7470, -0.5732, -0.0440, -0.7497, 1.6836, -0.6464, 0.4557, -0.6673, 0.4369, 0.5543, 0.3994, 0.9571, 0.5529, -0.3604, 0.4323, 0.4602, 0.4186, 0.2221, -0.8009, 0.4235, 0.4769, 0.1392, 0.4606, -0.2744, 1.0033, 0.1571, -1.0973, 0.9415, -0.5800, 0.4619, -0.8257, -0.8868, -0.6164, -0.3799, 0.0359, 1.3165, 0.4446, -0.2657, -1.0828, 0.4475, 0.4421, 0.2763, 0.4753

---

No. 2
This record from the Open Molecules 2025 dataset describes a structure of composition C43H32F5INOP2SSr at a distorted geometry. The level of theory is the ωB97M-V functional and the def2-TZVPD basis.

```
! wB97M-V def2-TZVPD RIJCOSX def2/J DEFGRID3
* xyz 1 1
C -3.9600 -0.8112 5.3790
C -4.3475 1.5722 0.5340
C -1.3530 2.4204 3.1718
H 3.6354 0.2536 -0.3956
H 1.8700 4.8528 -3.7958
C 2.9557 3.5184 -5.0793
H -5.8844 -0.1809 4.6718
C -3.8529 -4.3254 0.5515
C 3.7624 -0.6353 -1.0011
H 2.3851 -2.2961 -3.6233
C 4.1753 -2.8715 -2.6029
H -4.2835 -0.9128 6.4074
C -1.0595 -1.3162 -5.1516
H -2.8535 5.3320 3.9412
C -3.6830 0.4558 0.0268
C -4.4473 -0.2689 3.0819
C -2.3990 4.5440 3.3535
C -3.8532 0.1155 -1.3159
H 5.5436 -1.2342 0.0305
C 2.8744 -0.9248 -2.0361
C -5.1862 2.3181 -0.2817
H -2.0965 -3.2572 -2.5938
H -0.9621 1.5185 3.6210
P 1.4728 0.2148 -2.2686
H -1.2069 -1.1877 3.4513
C -1.9313 3.3903 3.9610
H -1.9407 -1.4342 5.7814
H -2.5483 -2.8500 -4.9712
C 2.5193 2.4810 2.2437
C -2.6735 -2.2136 0.4656
C -4.8580 -0.3978 4.4040
H -4.6346 -2.4867 1.3060
C -5.3517 1.9738 -1.6163
H 3.3179 4.3104 -5.7225
C 0.2170 -0.7984 -3.1592
C -1.6775 3.6532 1.2807
H -4.2192 1.8626 1.5701
C -2.7625 -4.9779 -0.0198
F 3.7269 2.9851 2.4802
H -2.7915 -6.0487 -0.1769
H -4.7335 -4.8910 0.8298
C -1.7787 -2.2800 -4.4673
C -1.6369 -4.2611 -0.3823
S -0.1560 -2.0593 -0.7301
Sr 0.2259 0.7383 0.2950
H -4.8040 0.5996 -3.1744
H 3.2065 0.1646 -4.6651
C -1.5182 -2.5142 -3.1239
N -1.2322 2.5362 1.8394
H 4.3336 -3.7434 -3.2246
H 0.4862 0.1639 -5.0489
C 4.8541 -1.4652 -0.7710
H -1.2625 -1.1275 -6.1985
C 2.0509 1.4840 -3.4156
C -3.8010 -2.9647 0.8037
P -2.4753 -0.4695 1.0267
I -1.4742 3.8176 -0.7830
C -4.6780 0.8761 -2.1351
C -0.0696 -0.5870 -4.5010
C 2.1384 3.8243 -4.0024
C -2.6460 -1.1012 5.0303
H 3.9889 1.9682 -6.1531
F 3.0764 2.4289 0.0166
C 5.0595 -2.5814 -1.5687
H 1.0882 3.0579 -2.3042
H 5.9078 -3.2294 -1.3852
H -5.1668 0.0431 2.3344
H -5.7076 3.1754 0.1264
C -0.5372 -1.7759 -2.4708
C 1.9492 2.6498 0.8473
H -2.0016 3.2460 5.0297
C -2.2689 4.6902 1.9839
F 2.6060 1.1187 2.4531
C 1.6893 2.8061 -3.1699
F 1.6706 4.0045 0.7119
F 1.6965 2.9542 3.1871
H -2.6079 5.5809 1.4754
H -6.0088 2.5548 -2.2508
C -3.1283 -0.5347 2.7253
C -1.6262 -2.8844 -0.1673
O 0.9879 -3.0029 -0.5586
H -0.7694 -4.7435 -0.8157
C -2.2359 -0.9578 3.7123
C 3.0845 -2.0478 -2.8323
C 2.8876 1.1866 -4.4912
C 3.3337 2.2008 -5.3235
H -3.3521 -0.7519 -1.7318
*
```

Summary:
Energy, eV: -100580.374
Gap between HOMO and LUMO, eV: 7.7

Listed below, in e, are the Mulliken charges computed for each atom: -0.6073, -0.3320, -0.4946, 0.3277, 0.4403, -0.5039, 0.4564, -0.9104, -0.7025, 0.4234, -0.7462, 0.4309, -0.9783, 0.4387, 1.2632, -0.4794, -0.3917, -0.6217, 0.4641, 1.1047, -0.9060, 0.4059, 0.5896, 0.7910, 0.4148, -1.0086, 0.4539, 0.4413, 0.7061, 0.1499, -0.7702, 0.4943, -0.8247, 0.3952, 0.1073, -0.2632, 0.5153, -0.5906, -0.2676, 0.4285, 0.4614, -0.9386, -0.5729, 1.4524, 1.4242, 0.4874, 0.4671, -0.6131, 0.7901, 0.4165, 0.4755, -0.7550, 0.4470, 0.0378, -0.3090, 0.9298, 0.1981, -0.6292, -0.6661, -0.7214, -0.7035, 0.4226, -0.3741, -0.5830, -0.1413, 0.4048, 0.5066, 0.4553, 1.2445, -0.0059, 0.5262, -0.7958, -0.3049, -0.1003, -0.3248, -0.2568, 0.5308, 0.4156, 0.6916, -0.8480, -0.7304, 0.5345, -1.0707, -0.1116, -0.0367, -0.7622, 0.1916